P.
{
  "formula": "C8H18O",
  "method": "ωB97M-V with the def2-TZVPD basis set",
  "species": ["C", "C", "C", "C", "C", "C", "C", "C", "H", "H", "H", "H", "H", "H", "H", "H", "H", "H", "H", "H", "H", "H", "H", "H", "O", "H", "H"],
  "positions_angstrom": [[-0.0951, -2.5019, -2.3633], [0.0590, -2.2655, -0.9084], [-0.8710, -1.7272, -0.1249], [-0.7586, -1.4473, 1.3483], [-0.9154, 0.0463, 1.6654], [0.3566, 0.8558, 1.4305], [0.1033, 2.3448, 1.2796], [-0.6968, 2.7974, 0.0438], [-1.0612, -2.1976, -2.7543], [0.1268, -3.5268, -2.6798], [0.6362, -1.9378, -2.9516], [0.9579, -2.5545, -0.3852], [-1.8211, -1.4298, -0.5694], [0.1891, -1.8370, 1.7345], [-1.5822, -1.9920, 1.8071], [-1.3446, 0.1302, 2.6635], [-1.6933, 0.4574, 1.0127], [0.8855, 0.4464, 0.5741], [1.0193, 0.6789, 2.2551], [1.0403, 2.9121, 1.2250], [-0.3707, 2.6827, 2.1949], [-1.6608, 2.3068, -0.0702], [-0.0991, 2.5631, -0.8391], [-0.9096, 3.8568, 0.1756], [2.8977, 0.4871, -1.5368], [3.1985, 1.0609, -2.2477], [2.4095, -0.2093, -1.9793]],
  "spin_multiplicity": 1,
  "smiles": "C/C=C/CCCCC.O",
  "molar_mass_g_mol": 130.23,
  "homo_lumo_gap_ev": 9.89
}

---

Q.
{
  "formula": "C8H18O",
  "method": "ωB97M-V with the def2-TZVPD basis set",
  "species": ["C", "C", "C", "C", "C", "C", "C", "C", "O", "H", "H", "H", "H", "H", "H", "H", "H", "H", "H", "H", "H", "H", "H", "H", "H", "H", "H"],
  "positions_angstrom": [[0.1192, 0.6897, 1.3684], [-0.3696, -0.5781, -0.5274], [-0.3629, -0.4671, -3.2205], [0.1071, 0.4993, -1.2459], [1.5068, 0.2754, 1.7895], [-0.9640, 0.1073, 2.2452], [-0.0154, 2.1868, 1.2212], [0.3730, -1.8719, -0.4230], [-0.8390, -1.7786, -3.3449], [-1.7662, -1.8007, -3.0786], [-1.4511, -0.6574, -0.4403], [0.6431, -0.4056, -3.6266], [-1.0410, 0.2707, -3.6537], [1.1785, 0.6446, -1.3360], [-0.5217, 1.3746, -1.3558], [0.0924, 2.6998, 2.1938], [2.2692, 0.6372, 1.0925], [1.7698, 0.6792, 2.7840], [1.6046, -0.8110, 1.8746], [-1.9632, 0.3725, 1.8846], [-0.8972, 0.4861, 3.2812], [-0.8976, -0.9828, 2.3123], [-0.9953, 2.4727, 0.8263], [0.7596, 2.6112, 0.5758], [1.4501, -1.7275, -0.5222], [0.1682, -2.3644, 0.5313], [0.0428, -2.5619, -1.2059]],
  "spin_multiplicity": 1,
  "molar_mass_g_mol": 130.23,
  "homo_lumo_gap_ev": [7.12, 7.15]
}

---

Winner for stability: P

---

P.
{
  "formula": "C2H2O2",
  "method": "ωB97M-V with the def2-TZVPD basis set",
  "species": ["C", "C", "O", "O", "H", "H"],
  "positions_angstrom": [[0.3707, -1.2109, -0.8203], [0.4439, -0.0401, -0.6127], [0.3954, 1.2383, 0.3228], [-0.8984, 1.1405, 0.8786], [0.3851, -1.9763, -1.4735], [-0.6966, 0.8485, 1.7051]],
  "spin_multiplicity": 1,
  "smiles": "C#COO",
  "molar_mass_g_mol": 58.04,
  "homo_lumo_gap_ev": 10.92
}

---

Q.
{
  "formula": "C2H2O2",
  "method": "ωB97M-V with the def2-TZVPD basis set",
  "species": ["C", "C", "O", "O", "H", "H"],
  "positions_angstrom": [[1.7486, -0.7417, -1.9485], [-0.9896, 0.1107, 0.9900], [2.1131, 0.3214, -2.0882], [-1.0226, 0.6778, -0.0520], [-0.6152, 0.5844, 1.9468], [-1.2342, -0.9526, 1.1519]],
  "spin_multiplicity": 1,
  "molar_mass_g_mol": 58.04,
  "homo_lumo_gap_ev": 11.14
}

---

R.
{
  "formula": "C2H2O2",
  "method": "ωB97M-V with the def2-TZVPD basis set",
  "species": ["O", "C", "C", "O", "H", "H"],
  "positions_angstrom": [[-1.0628, 1.3968, -0.1436], [-0.2101, 0.5390, 0.4768], [0.4367, -0.5552, -0.3828], [0.4581, -1.8160, -0.0353], [-0.2220, 0.4606, 1.5006], [0.6001, -0.0252, -1.4157]],
  "spin_multiplicity": 1,
  "smiles": "O=CC=O",
  "molar_mass_g_mol": 58.04,
  "homo_lumo_gap_ev": 9.12
}

---

Winner for stability: Q

---

P.
{
  "formula": "C3H3BrO2",
  "method": "ωB97M-V with the def2-TZVPD basis set",
  "species": ["O", "C", "C", "Br", "C", "O", "H", "H", "H"],
  "positions_angstrom": [[-1.6410, -1.5332, 0.2390], [-0.4651, -1.3075, 0.1528], [0.2218, -0.1152, -0.4630], [2.0930, -0.0601, -0.1864], [-0.1661, 1.3557, 0.2529], [-0.6997, 2.3092, -0.2576], [0.2094, -2.1050, 0.6440], [0.1214, 0.0073, -1.5105], [0.3264, 1.4488, 1.1288]],
  "spin_multiplicity": 1,
  "smiles": "O=CC(Br)C=O",
  "molar_mass_g_mol": 150.96,
  "homo_lumo_gap_ev": 10.41
}

---

Q.
{
  "formula": "C3H3BrO2",
  "method": "ωB97M-V with the def2-TZVPD basis set",
  "species": ["C", "C", "C", "O", "O", "Br", "H", "H", "H"],
  "positions_angstrom": [[-0.0465, -1.8088, -0.4245], [-0.0298, 1.1256, 0.1800], [0.1848, -0.3445, -0.0894], [-1.0487, -2.3673, -0.7421], [0.9409, 0.2817, 0.7790], [1.7824, -1.3420, -2.7790], [0.8987, -2.3549, -0.2748], [0.3046, 1.9279, -0.4791], [-0.9001, 1.1666, 0.9160]],
  "spin_multiplicity": 1,
  "molar_mass_g_mol": 150.96,
  "homo_lumo_gap_ev": [8.07, 5.85]
}

---

Winner for stability: P

---

P.
{
  "formula": "CH3N4",
  "method": "ωB97M-V with the def2-TZVPD basis set",
  "species": ["C", "N", "N", "N", "N", "H", "H", "H"],
  "positions_angstrom": [[0.5808, -0.7104, 0.4207], [-2.6182, 3.0602, -1.5706], [-1.8649, 2.5524, -0.9427], [0.4638, 0.4281, 0.5457], [0.8135, -1.9427, 0.3446], [0.8458, 1.3242, 0.6019], [0.1280, -2.4366, -0.2007], [1.6510, -2.2752, 0.8011]],
  "spin_multiplicity": 1,
  "molar_mass_g_mol": 71.06,
  "charge": 1,
  "homo_lumo_gap_ev": 12.59
}

---

Q.
{
  "formula": "CH3N4",
  "method": "ωB97M-V with the def2-TZVPD basis set",
  "species": ["C", "N", "N", "N", "N", "H", "H", "H"],
  "positions_angstrom": [[0.0978, -0.1393, -0.0202], [-0.8750, -1.0532, 0.2402], [-1.5655, -0.1976, 0.9251], [-0.6867, 0.8366, 0.8672], [0.9517, -0.2094, -0.9932], [-0.5409, 1.4939, 1.6440], [0.8609, -1.0809, -1.4608], [1.7578, 0.3499, -1.2023]],
  "spin_multiplicity": 1,
  "molar_mass_g_mol": 71.06,
  "charge": 1,
  "homo_lumo_gap_ev": 8.69
}

---

Winner for stability: P

---

P.
{
  "formula": "C2H9NO2",
  "method": "ωB97M-V with the def2-TZVPD basis set",
  "species": ["N", "C", "O", "H", "H", "H", "H", "H", "C", "O", "H", "H", "H", "H"],
  "positions_angstrom": [[0.0530, -2.3233, 0.8394], [1.0637, -1.6584, 0.1022], [0.5486, -0.7453, -0.8720], [-0.5480, -2.9144, 0.2880], [-0.4749, -1.6804, 1.4133], [1.7054, -2.4056, -0.3791], [1.6832, -1.0823, 0.7934], [0.8985, -0.9266, -1.7462], [-0.4740, 2.3270, -0.1527], [-1.5857, 2.2090, 0.7187], [-0.6408, 1.8199, -1.1063], [0.4068, 1.8569, 0.2886], [-0.2546, 3.3744, -0.3765], [-2.3813, 2.1492, 0.1892]],
  "spin_multiplicity": 1,
  "smiles": "NCO.CO",
  "molar_mass_g_mol": 79.10,
  "homo_lumo_gap_ev": 10.52
}

---

Q.
{
  "formula": "C2H9NO2",
  "method": "ωB97M-V with the def2-TZVPD basis set",
  "species": ["C", "N", "C", "H", "H", "H", "H", "H", "O", "H", "H", "O", "H", "H"],
  "positions_angstrom": [[0.3085, -0.9756, -1.9155], [-0.2457, -1.1512, -0.7603], [-1.3908, -0.3175, -0.4547], [1.0845, -1.6534, -2.3242], [-0.0259, -0.2100, -2.6485], [-0.9841, 0.3587, 0.2057], [-1.8126, 0.1018, -1.3511], [-2.0685, -1.0067, 0.1102], [0.1895, 2.0430, 1.0021], [0.1590, 1.4520, 1.8262], [0.9036, 2.6056, 1.1477], [1.3052, -0.4837, 2.1550], [0.8966, -1.0420, 1.5096], [1.6807, 0.2791, 1.4977]],
  "spin_multiplicity": 1,
  "smiles": "C=NC.O.O",
  "molar_mass_g_mol": 79.10,
  "homo_lumo_gap_ev": 10.70
}

---

R.
{
  "formula": "C2H9NO2",
  "method": "ωB97M-V with the def2-TZVPD basis set",
  "species": ["C", "N", "C", "O", "H", "H", "H", "H", "H", "H", "H", "O", "H", "H"],
  "positions_angstrom": [[-1.4487, 0.0992, 1.5012], [-1.2266, 0.5694, 0.1278], [-0.6437, -0.0550, -0.9777], [0.4549, -0.9856, -0.6957], [-0.4925, 0.0717, 2.1190], [-1.9563, -0.8917, 1.3269], [-2.2090, 0.7514, 1.9431], [-1.3528, 1.5254, -0.0227], [-1.4158, -0.7013, -1.4875], [-0.2990, 0.7296, -1.6288], [1.1174, -0.4741, -0.3159], [2.9278, 0.0317, -0.5182], [2.8272, -0.5122, -1.3239], [3.7171, -0.1583, -0.0476]],
  "spin_multiplicity": 1,
  "smiles": "CNCO.O",
  "molar_mass_g_mol": 79.10,
  "homo_lumo_gap_ev": 9.05
}

---

Winner for stability: P

---

P.
{
  "formula": "CH5N2",
  "method": "ωB97M-V with the def2-TZVPD basis set",
  "species": ["N", "C", "N", "H", "H", "H", "H", "H"],
  "positions_angstrom": [[1.1482, -0.1210, -0.0401], [0.0383, 0.5595, 0.0477], [-1.0791, -0.1066, 0.0199], [2.0297, 0.2663, 0.1914], [1.1041, -1.1398, -0.0797], [-0.0943, 1.5694, -0.1198], [-2.0383, 0.0756, -0.1458], [-1.1085, -1.1033, 0.1263]],
  "spin_multiplicity": 1,
  "smiles": "NC=[NH2+]",
  "molar_mass_g_mol": 45.06,
  "charge": 1,
  "homo_lumo_gap_ev": 12.28
}

---

Q.
{
  "formula": "CH5N2",
  "method": "ωB97M-V with the def2-TZVPD basis set",
  "species": ["N", "C", "N", "H", "H", "H", "H", "H"],
  "positions_angstrom": [[-1.1608, -0.2210, 0.0528], [-0.0817, 0.4853, -0.0117], [1.2117, -0.1305, -0.0449], [-2.0774, 0.2110, 0.0682], [-1.1297, -1.2356, 0.0823], [-0.1006, 1.5645, -0.0481], [2.0270, 0.4582, -0.0880], [1.3114, -1.1319, -0.0106]],
  "spin_multiplicity": 1,
  "smiles": "NC=[NH2+]",
  "molar_mass_g_mol": 45.06,
  "charge": 1,
  "homo_lumo_gap_ev": 11.93
}

---

Winner for stability: Q

---

P.
{
  "formula": "C5H8N2O3",
  "method": "ωB97M-V with the def2-TZVPD basis set",
  "species": ["O", "C", "O", "C", "C", "N", "C", "C", "N", "H", "H", "H", "H", "H", "H", "O", "H", "H"],
  "positions_angstrom": [[-1.0369, 6.1772, -0.3924], [-1.1513, 5.3537, -1.2576], [-0.0880, 4.8580, -1.8911], [-0.2920, 3.9500, -2.9542], [0.8789, 3.8832, -3.9407], [1.0987, 2.4551, -3.6104], [-0.0159, 2.4554, -2.6417], [0.4779, 2.1380, -1.2754], [0.4486, 2.2098, -0.0587], [-2.1155, 4.9126, -1.5777], [-1.2698, 4.1077, -3.4248], [0.6093, 4.0735, -4.9864], [1.7335, 4.5117, -3.6578], [0.9414, 1.8267, -4.3922], [-0.8573, 1.7910, -2.8780], [2.4048, 1.9579, -1.3218], [2.3745, 2.0384, -2.3055], [1.9578, 2.0993, -0.0255]],
  "spin_multiplicity": 1,
  "molar_mass_g_mol": 144.13,
  "homo_lumo_gap_ev": 9.14
}

---

Q.
{
  "formula": "C5H8N2O3",
  "method": "ωB97M-V with the def2-TZVPD basis set",
  "species": ["C", "C", "C", "C", "C", "H", "H", "H", "H", "H", "H", "H", "H", "N", "N", "O", "O", "O"],
  "positions_angstrom": [[2.1512, 1.4385, 0.8402], [-1.5171, -0.4900, 0.8397], [-0.4339, -1.4701, 1.2281], [0.5334, -1.8027, 0.2936], [-0.1247, -0.0506, -1.2366], [1.7181, 3.0949, -0.4492], [2.5801, 0.5354, 0.3625], [3.1840, 2.0285, 1.0880], [1.7924, 1.1423, 1.9054], [-1.9218, 0.8245, -0.7022], [-0.3835, -1.9585, 2.2640], [1.3143, -2.5050, 0.6202], [1.4510, -1.2522, -1.5811], [-1.2707, 0.1540, -0.3858], [0.6770, -1.0755, -0.8942], [1.1836, 1.8579, -0.0766], [-2.5057, -0.1552, 1.4527], [0.1682, 0.6460, -2.1682]],
  "spin_multiplicity": 1,
  "molar_mass_g_mol": 144.13,
  "homo_lumo_gap_ev": 9.09
}

---

Winner for stability: Q

---

P.
{
  "formula": "C2H4FNO",
  "method": "ωB97M-V with the def2-TZVPD basis set",
  "species": ["C", "C", "H", "H", "H", "H", "N", "O", "F"],
  "positions_angstrom": [[-0.0517, 0.8703, 0.0572], [-1.4288, 0.4332, 0.0152], [2.2499, -1.0537, 0.1081], [0.1135, 2.0726, -0.5330], [-2.1503, 0.7638, 0.9073], [-2.1752, 0.8208, -0.7291], [0.7260, -0.1105, 0.2325], [2.1455, -0.0775, -0.1154], [-1.2667, -1.0034, -0.0991]],
  "spin_multiplicity": 1,
  "molar_mass_g_mol": 77.06,
  "homo_lumo_gap_ev": 10.97
}

---

Q.
{
  "formula": "C2H4FNO",
  "method": "ωB97M-V with the def2-TZVPD basis set",
  "species": ["C", "N", "F", "C", "O", "H", "H", "H", "H"],
  "positions_angstrom": [[1.0282, -0.5854, -0.0291], [-0.0268, 0.4227, -0.0099], [0.4032, 1.7289, -0.1649], [-1.3551, 0.3885, 0.0529], [-1.8647, -0.7184, 0.2027], [0.4504, -1.4455, 0.4394], [1.4036, -0.7746, -0.9599], [1.8877, -0.4332, 0.6457], [-1.9265, 1.4171, -0.1768]],
  "spin_multiplicity": 1,
  "smiles": "CN(F)C=O",
  "molar_mass_g_mol": 77.06,
  "homo_lumo_gap_ev": 10.81
}

---

Winner for stability: Q